No. 1
Molecular formula: C14H11MoN3OSe5Te
Method: DFT, the ωB97M-V functional and the def2-TZVPD basis

Energy above the lowest of the compared OMol25 structures with the same formula, charge and spin (eV): 0.767
HOMO (alpha / beta) (eV): -7.581 / -7.581
Kohn-Sham gap (alpha / beta) (hartree): 0.2135 / 0.2136
LUMO level (alpha / beta) (hartree): -0.0651 / -0.0650

```
! wB97M-V def2-TZVPD RIJCOSX def2/J DEFGRID3
* xyz 0 1
C 0.1696 3.0026 -1.1657
C -6.2026 -0.5765 1.4667
O -0.4042 0.3148 -1.8674
H 0.3801 1.1664 -6.1800
C -5.0861 0.2457 1.3860
C 0.0013 0.6851 -4.1344
H 0.7864 4.3991 -3.4349
C -0.0827 3.1966 0.9805
C -6.1340 -1.0437 -0.7463
C 0.3360 1.5411 -5.1662
H -4.7091 0.7332 2.2755
C 0.2795 4.4187 0.5303
N 0.4325 4.2839 -0.8315
C 0.6178 2.8791 -4.9031
H 0.8803 3.5470 -5.7117
Te -2.1653 -1.9186 0.0427
H 0.6862 5.0127 -1.4715
C -5.0107 -0.2566 -0.9362
Se 1.6220 0.7035 3.0472
C 0.5631 3.3539 -3.6079
H -6.6908 -0.7201 2.4250
C -4.4600 0.4038 0.1580
Se 2.4752 -1.1204 1.9121
C 0.2301 2.5130 -2.5422
C -0.0525 1.1751 -2.8322
Se -2.9118 1.5299 -0.0059
H -4.5675 -0.1710 -1.9202
Se -0.5811 0.2090 2.4575
H -0.3144 2.8748 1.9794
N -6.7330 -1.2196 0.4314
N -0.1231 2.3103 -0.0772
Se 1.7133 -0.3776 -0.1406
H -0.2196 -0.3580 -4.3092
H -6.5705 -1.5656 -1.5913
H 0.4357 5.3534 1.0364
Mo -0.8393 0.1036 -0.0324
*
```



No. 2
Molecular formula: C14H11MoN9O5SSe
Method: DFT, the ωB97M-V functional and the def2-TZVPD basis

Energy above the lowest of the compared OMol25 structures with the same formula, charge and spin (eV): 2.330
HOMO (alpha / beta) (eV): -15.580 / -15.580
Kohn-Sham gap (alpha / beta) (hartree): 0.2142 / 0.2142
LUMO level (alpha / beta) (hartree): -0.3584 / -0.3584

```
! wB97M-V def2-TZVPD RIJCOSX def2/J DEFGRID3
* xyz 2 1
O 2.8755 -0.9790 -1.2127
H -3.5312 -1.1721 -1.9332
C -3.5818 -1.4202 1.9118
C -3.0153 1.8596 -3.3510
H -3.5369 2.6088 -3.9307
C -1.6931 -0.0297 -1.8678
C -1.9584 -1.8461 0.2207
Mo 2.1079 -0.2577 0.0815
N 3.0707 2.4751 2.0321
O 0.2961 -0.5408 -0.2389
N 1.8047 0.5840 1.9543
C -2.8242 -3.6866 1.4803
N 2.4235 1.6727 -0.1999
H -2.7263 0.1210 0.6833
N 2.6745 3.5151 -1.2429
H -4.7035 0.5335 -3.2675
N 3.4620 0.4553 3.3980
N 2.9004 3.8069 0.0684
C 2.7610 1.2782 2.5458
Se 5.7487 -0.7528 -0.2756
C -3.6742 0.6943 -2.9790
H 3.6926 3.1318 2.4932
H -4.2780 -3.1577 2.9562
H -1.3584 -3.9011 -0.0786
C -3.0172 -0.2671 -2.2299
C -1.6917 2.0674 -2.9907
H 0.0301 1.2743 -1.9985
C -1.9791 -3.2187 0.4889
H -4.2113 -0.7435 2.4724
C -1.0082 1.1126 -2.2521
C -2.7554 -0.9341 0.9226
N 2.4167 2.2885 -1.4258
H -2.8701 -4.7442 1.6976
O 4.2193 -0.1223 0.7633
H -1.1801 2.9720 -3.2891
S -0.8754 -1.3690 -1.0369
N 2.0531 -0.7093 2.2138
O 7.0193 -0.2496 0.4746
C -3.6158 -2.7894 2.1838
O 4.6781 -1.5159 0.9337
N 3.0898 -0.7340 3.1249
C 2.7615 2.6901 0.6995
*
```



No. 3
Molecular formula: C14H11N3O2S2
Method: DFT, the ωB97M-V functional and the def2-TZVPD basis

Energy above the lowest of the compared OMol25 structures with the same formula, charge and spin (eV): 0.281
HOMO (eV): -9.135
Kohn-Sham gap (hartree): 0.3098
LUMO level (hartree): -0.0259

```
! wB97M-V def2-TZVPD RIJCOSX def2/J DEFGRID3
* xyz 0 1
C -2.8861 -3.6536 0.0042
H -1.8035 -0.4867 -2.4445
C 2.6813 3.4097 -0.8617
C -1.4958 -3.1916 -1.9851
H 3.6381 5.7923 0.3641
H -1.5213 -6.3376 1.8783
C 2.9419 3.3478 0.5260
H -0.8254 0.1757 0.3527
C 0.7628 1.9228 -0.6006
C 4.0845 4.0993 1.1330
N -0.6128 -3.6771 -2.5538
H -1.1616 -4.6061 1.6852
N -3.5361 -3.1375 1.0479
C 2.1451 2.4954 1.3513
C 1.6442 2.6727 -1.4366
S -3.3494 -1.4302 0.8992
N -0.1510 1.2001 -1.3349
C -0.9186 0.3249 -0.6994
H 2.3750 2.3709 2.4459
H -2.7539 -5.0983 2.2498
H 3.2498 4.0819 -1.4967
C -2.0683 -0.2573 -1.4310
H 1.4091 2.7776 -2.4806
O 4.7369 3.4605 1.9896
S -2.7787 -5.4765 -0.0450
C 1.0319 1.8479 0.7731
H 0.4620 1.0858 1.3756
C -1.9508 -5.4282 1.6064
C -2.5745 -1.4228 -0.6925
H -2.8582 0.4538 -1.2828
C -2.3567 -2.6449 -0.9935
O 4.4403 5.3294 0.6562
*
```



No. 4
Molecular formula: C14H11N3O3S
Method: DFT, the ωB97M-V functional and the def2-TZVPD basis

Energy above the lowest of the compared OMol25 structures with the same formula, charge and spin (eV): 0.000
HOMO (eV): -8.115
Kohn-Sham gap (hartree): 0.3105
SMILES: N#CCC(=O)Nc1nc(-c2ccc3c(c2)OCCO3)cs1
LUMO level (hartree): 0.0123

```
! wB97M-V def2-TZVPD RIJCOSX def2/J DEFGRID3
* xyz 0 1
N 2.0832 -0.6533 -0.0175
H 5.0862 -1.8346 -0.0211
C -1.4762 1.5501 -0.0926
C -0.3114 0.8154 -0.0750
C -2.7121 0.9149 -0.0513
H 3.3498 1.2329 0.8917
O 6.1925 0.2806 0.0278
H 0.6435 1.3130 -0.1105
C 0.8951 -1.3336 -0.0340
C 4.9938 0.1802 0.0154
H -4.9901 -0.0550 1.5353
C -2.7608 -0.4811 0.0418
H -5.8555 1.5913 -0.1437
H -1.6687 -2.2879 0.1042
H 3.3849 1.2751 -0.8701
C 4.6712 2.6141 0.0687
H -5.0423 0.6630 -1.4399
H -5.9412 -0.9148 0.2863
C -0.3500 -0.5797 -0.0264
O -3.8440 1.6810 -0.1066
S 2.6932 -3.1545 -0.0612
O -3.9481 -1.1605 0.1407
N 5.1660 3.6422 0.1029
C -5.0392 -0.3304 0.4727
H 0.2791 -3.4489 -0.0821
C -1.5862 -1.2156 0.0412
C -5.0129 0.9390 -0.3768
C 3.0979 -1.4367 -0.0270
H -1.4585 2.6268 -0.1459
C 1.0349 -2.6926 -0.0597
C 4.0103 1.3334 0.0255
N 4.4158 -1.0739 -0.0127
*
```